{"formula": "C18H37NNbO5", "method": "ωB97M-V with the def2-TZVPD basis set", "elements": ["C", "C", "Nb", "C", "C", "O", "N", "C", "C", "H", "H", "H", "H", "H", "H", "H", "H", "H", "H", "H", "H", "H", "C", "C", "O", "C", "H", "H", "H", "H", "H", "H", "C", "C", "O", "C", "H", "H", "H", "H", "H", "H", "C", "C", "O", "C", "H", "H", "H", "H", "H", "H", "C", "C", "O", "C", "H", "H", "H", "H", "H", "H"], "xyz": [[-3.42969, 1.71191, 0.28068], [-3.14041, 0.85954, -0.82763], [-2.42052, -0.23027, -2.74971], [-1.63631, -1.24759, -4.63825], [-0.01129, -1.17982, -4.83877], [0.64912, -2.36569, -4.95431], [0.83811, 0.06487, -4.95977], [1.62754, 0.36810, -3.70568], [0.07132, 1.25984, -5.47917], [-3.40229, 2.39506, 1.25921], [-4.17150, -0.55846, -3.22766], [-2.46719, -1.79854, -1.85025], [-0.72136, 0.09095, -2.21818], [-2.56510, 1.33610, -3.65111], [-1.92430, -2.40140, -4.53281], [-2.20993, -0.89020, -5.62218], [1.27364, 1.32647, -3.12906], [2.75795, 0.52098, -4.05775], [1.66918, -0.53674, -2.94051], [-0.40171, 1.05618, -6.55585], [0.88304, 2.11390, -5.67148], [-0.69680, 1.72432, -4.72184], [-4.00277, 5.35654, 4.65155], [-4.50340, 4.86903, 3.31824], [-4.14441, 3.78628, 2.85838], [-5.46031, 5.75763, 2.56940], [-3.32039, 4.61289, 5.07687], [-3.46004, 6.29640, 4.52357], [-4.84314, 5.49241, 5.33683], [-4.98254, 6.71544, 2.34858], [-6.36563, 5.91142, 3.16200], [-5.73710, 5.27793, 1.62451], [2.36725, -0.97376, 1.00303], [0.99563, -0.38272, 0.81513], [0.57470, -0.08848, -0.30243], [0.15897, -0.16566, 2.04757], [2.85607, -1.07344, 0.02801], [2.97229, -0.31596, 1.63194], [2.28581, -1.96480, 1.45635], [0.66557, 0.52821, 2.72309], [-0.02080, -1.12076, 2.54748], [-0.80544, 0.26645, 1.75994], [4.24355, -3.46457, -3.08496], [4.86940, -2.29634, -2.37113], [4.59689, -2.04394, -1.19864], [5.84164, -1.44892, -3.14744], [3.56377, -3.98522, -2.40203], [3.67098, -3.11054, -3.94583], [5.02017, -4.16341, -3.40555], [5.34029, -1.00498, -4.01116], [6.68946, -2.05803, -3.47090], [6.21352, -0.64311, -2.50565], [0.65755, -2.07653, 6.95209], [0.42084, -2.37378, 5.49552], [0.43290, -1.47960, 4.65113], [0.16882, -3.80748, 5.11210], [0.82518, -1.00184, 7.08051], [-0.21858, -2.36623, 7.53755], [1.54330, -2.61285, 7.30152], [-0.72915, -4.17438, 5.61555], [1.03284, -4.42095, 5.37964], [0.01483, -3.87189, 4.02966]], "forces_ev_per_angstrom": [[2.60, -4.86, -6.09], [-1.73, 6.26, 7.63], [0.44, 0.39, 0.83], [0.97, -0.66, -1.64], [2.28, -5.04, -0.91], [-3.32, 6.62, 1.08], [-2.77, -0.87, 0.86], [1.85, -0.31, 0.53], [0.68, 1.42, -0.57], [-0.30, -1.94, -2.72], [-0.31, -0.20, -0.20], [-0.60, -0.54, 0.20], [0.25, 0.04, -0.23], [-0.65, 0.44, -0.30], [0.92, 2.40, -0.22], [1.35, -0.43, 2.09], [0.43, -1.92, -1.19], [-2.23, -0.05, 0.80], [-0.46, 1.93, -1.75], [0.87, 0.19, 2.58], [-1.61, -1.81, 0.40], [1.18, -1.13, -1.46], [0.31, -0.39, 0.15], [0.51, -1.61, -0.75], [-0.48, 1.58, 0.77], [-0.08, -0.30, -0.43], [-0.16, 0.15, -0.13], [-0.19, 0.06, 0.10], [0.06, 0.21, -0.05], [-0.14, 0.04, 0.16], [0.11, 0.20, 0.02], [0.10, 0.08, 0.23], [0.14, 0.00, -0.60], [-0.80, 0.53, -1.44], [0.93, -0.39, 1.67], [-0.50, 0.14, -0.47], [-0.12, -0.01, 0.30], [-0.04, -0.16, 0.16], [0.09, 0.11, 0.17], [0.04, -0.27, 0.16], [0.20, 0.32, 0.02], [0.20, -0.06, -0.07], [-0.25, -0.09, 0.38], [-0.49, 0.18, 1.48], [0.50, -0.31, -1.47], [0.12, 0.38, 0.34], [0.14, 0.17, -0.16], [0.08, -0.09, -0.07], [-0.03, 0.09, -0.19], [0.11, -0.17, -0.07], [-0.12, 0.02, -0.19], [-0.11, -0.18, -0.12], [0.07, 0.50, 0.00], [0.01, 1.27, -1.23], [0.06, -1.38, 1.54], [-0.06, 0.07, -0.50], [-0.04, -0.24, -0.07], [0.16, -0.15, 0.05], [-0.17, -0.11, 0.10], [0.17, -0.10, 0.10], [-0.16, -0.06, 0.15], [0.03, 0.04, 0.25]], "lowdin_charge": [-0.121, -0.399, 1.075, -0.388, -0.370, -0.134, -0.221, -0.151, -0.158, -0.010, -0.192, -0.169, -0.117, -0.163, 0.053, 0.054, 0.089, 0.081, 0.094, 0.102, 0.092, 0.034, -0.031, -0.482, 0.039, -0.027, 0.085, 0.083, 0.082, 0.084, 0.083, 0.090, -0.025, -0.478, -0.011, -0.033, 0.052, 0.082, 0.083, 0.081, 0.057, 0.074, -0.019, -0.484, 0.036, -0.030, 0.088, 0.087, 0.080, 0.082, 0.080, 0.082, -0.030, -0.475, 0.048, -0.022, 0.084, 0.084, 0.083, 0.085, 0.084, 0.088], "lumo_ha": 0.0834, "molar_mass_g_mol": 440.4, "total_charge": -1, "homo_ev": -4.394, "gap_ev": 6.66}

{"formula": "C4H9O2Si", "method": "ωB97M-V with the def2-TZVPD basis set", "elements": ["C", "C", "C", "C", "O", "O", "Si", "H", "H", "H", "H", "H", "H", "H", "H", "H"], "xyz": [[-1.15220, -3.04105, 2.29042], [-0.39489, -0.82920, -2.10056], [2.42027, -0.42518, -0.46492], [-0.38281, -0.17578, 0.89723], [-0.08049, -3.49196, 2.29934], [-2.25865, -2.60756, 2.26351], [0.56097, 0.25782, -0.74332], [-1.18412, -0.13225, -2.58151], [0.33354, -1.12974, -2.96855], [-1.03079, -1.70230, -1.79887], [3.13153, 0.14547, 0.00712], [2.12212, -1.23435, 0.16151], [2.73049, -0.73579, -1.48622], [-1.38529, 0.15853, 0.77444], [-0.30576, -1.24140, 1.36564], [-0.02443, 0.36511, 1.79336]], "forces_ev_per_angstrom": [[-2.07, 0.93, -0.38], [-0.19, 0.13, -1.46], [-3.02, -1.36, -2.25], [1.66, -1.56, 1.51], [-0.59, 0.04, 0.21], [2.48, -1.25, 0.31], [0.14, 1.66, -0.18], [1.41, -0.85, 0.66], [-1.32, 0.36, 1.44], [0.79, 0.16, -0.03], [1.41, 1.71, 0.95], [0.51, -1.37, 0.46], [0.13, -0.11, 0.74], [-1.13, -0.17, -0.08], [-0.39, 1.27, -1.31], [0.17, 0.42, -0.58]], "lowdin_charge": [-0.435, -0.383, -0.324, -0.355, 0.187, 0.157, 0.346, -0.015, 0.005, -0.025, -0.059, -0.044, -0.008, -0.034, -0.007, -0.005], "lumo_ha": 0.1099, "de_lowest_kcal_mol": 35.6, "molar_mass_g_mol": 117.2, "total_charge": -1, "homo_ev": -1.110, "gap_ev": 4.10}

{"formula": "C4H14N4O", "method": "ωB97M-V with the def2-TZVPD basis set", "elements": ["C", "C", "C", "N", "C", "O", "H", "H", "H", "H", "H", "H", "H", "H", "H", "N", "N", "N", "H", "H", "H", "H", "H"], "xyz": [[1.30415, -1.64910, -1.07794], [1.76107, -0.39268, 0.96921], [0.50406, 1.91478, -0.25366], [0.82705, -0.65183, -0.12425], [0.05821, 0.55662, -0.75418], [-0.32759, 0.39821, -1.91273], [2.32515, -1.43686, -1.40774], [1.27906, -2.62911, -0.59676], [0.64323, -1.67051, -1.94013], [2.18612, -1.33249, 1.32498], [2.58107, 0.25748, 0.65341], [1.24086, 0.07450, 1.80444], [0.51555, 1.99631, 0.82894], [-0.18348, 2.65341, -0.66326], [1.50344, 2.12238, -0.63914], [-1.48141, -0.15237, 0.38658], [-2.66065, -0.17610, -0.39654], [-1.55707, 0.65728, 1.54985], [-0.51331, -0.91722, 0.26972], [-3.42909, -0.82619, -0.24000], [-2.39858, -0.50590, -1.33536], [-2.03275, 1.53333, 1.32783], [-2.14508, 0.17605, 2.22674]], "forces_ev_per_angstrom": [[0.01, 0.09, 0.02], [-0.19, 0.15, -0.04], [-0.61, -0.11, 0.31], [-0.59, 0.26, -0.35], [1.11, -0.91, -1.43], [0.18, 0.09, 0.85], [0.01, -0.01, -0.06], [0.11, 0.02, -0.02], [0.03, 0.10, -0.01], [-0.07, -0.02, -0.10], [0.09, -0.01, 0.00], [-0.01, 0.02, -0.04], [0.01, -0.01, 0.03], [0.03, -0.01, -0.01], [-0.03, -0.13, -0.06], [0.65, -0.53, -0.18], [-0.12, 0.19, -1.55], [-0.24, -0.84, 0.05], [-1.44, 1.15, 1.07], [0.40, -0.34, 1.49], [0.57, 0.88, 0.19], [0.10, -0.19, -0.26], [-0.01, 0.16, 0.10]], "lowdin_charge": [-0.071, -0.080, -0.020, -0.231, -0.503, -0.022, 0.089, 0.086, 0.081, 0.087, 0.087, 0.077, 0.057, 0.088, 0.090, -0.267, 0.004, 0.010, 0.161, 0.063, 0.069, 0.079, 0.066], "lumo_ha": 0.0339, "de_lowest_kcal_mol": 85.4, "molar_mass_g_mol": 134.2, "smiles": "CC(=O)N(C)C.NNN", "homo_ev": -7.946, "gap_ev": 8.87}

{"formula": "C5H12NOP", "method": "ωB97M-V with the def2-TZVPD basis set", "elements": ["C", "C", "C", "C", "C", "N", "O", "P", "H", "H", "H", "H", "H", "H", "H", "H", "H", "H", "H", "H"], "xyz": [[-1.99553, -1.71070, 0.87938], [-1.88232, 2.36108, -1.20853], [1.52600, -0.62089, 1.76297], [0.43125, -0.19307, -2.23087], [0.89601, 0.66813, 1.26108], [-1.44071, -0.61701, 1.17294], [-0.01363, -0.66876, -0.96830], [-0.57478, 0.37511, 0.15792], [-2.59164, -2.20003, 1.64042], [-1.91458, -2.20941, -0.08497], [-2.78837, 1.75847, -1.37977], [-2.10398, 2.98115, -0.32544], [2.43764, -0.40573, 2.31872], [0.83292, -1.14402, 2.41691], [1.77435, -1.27520, 0.92980], [0.02295, 0.79835, -2.43375], [0.08669, -0.89896, -2.98673], [1.52280, -0.15658, -2.24286], [1.60916, 1.26531, 0.68877], [0.53290, 1.27578, 2.09121]], "forces_ev_per_angstrom": [[0.09, 0.06, 0.11], [1.00, -0.58, 0.12], [-0.01, 0.03, -0.05], [0.07, 0.13, -0.28], [-0.49, -0.06, -0.45], [-0.40, -0.16, 0.34], [-0.14, 0.02, 0.48], [-0.05, 1.05, -0.66], [-0.14, -0.15, 0.11], [0.11, 0.05, -0.16], [-0.06, -0.24, 0.29], [-0.01, -0.19, 0.22], [0.03, -0.04, 0.04], [0.02, -0.09, 0.07], [0.06, -0.08, -0.01], [-0.01, 0.02, -0.06], [0.04, 0.06, 0.00], [-0.03, 0.02, -0.02], [-0.06, 0.06, -0.01], [-0.01, 0.10, -0.05]], "lowdin_charge": [-0.085, -0.014, -0.160, -0.142, -0.354, -0.189, -0.395, 0.873, 0.065, 0.070, -0.110, -0.116, 0.069, 0.060, 0.064, 0.046, 0.084, 0.083, 0.076, 0.075], "lumo_ha": [0.0056, 0.0056], "de_lowest_kcal_mol": 80.1, "molar_mass_g_mol": 133.1, "homo_ev": [-8.053, -8.054], "gap_ev": [8.21, 8.21]}